# 1
The following is a quantum chemistry calculation of 2 unconnected molecules or ions with the total composition C3H7N3O in a non-equilibrium geometry, from OMol25.

Output
total charge	0
M	101.11	g mol⁻¹
energy	-9738.8576	eV
energy above the lowest of the compared OMol25 structures with the same formula, charge and spin	96.3	kcal per mole
E_HOMO	-9.33	eV
frontier orbital gap	9.971	eV
structure (SMILES)	[H]/N=N\C.CN=C=O

Each line ends with the Mulliken charge.
Element x y z (Å)
H -2.423 -0.862 -0.799  0.2665
N -1.369 -0.995 -0.921  -0.5690
N -0.769 -0.272 -0.164  0.2411
C -1.544 0.415 0.887  -1.1168
H -1.359 0.090 1.905  0.2578
H -1.420 1.485 0.856  0.2967
H -2.636 0.490 0.685  0.4674
C 1.249 1.358 0.401  -0.1072
N 1.764 -0.055 0.475  -0.3856
C 1.675 -1.071 -0.149  0.6472
O 2.023 -2.096 -0.561  -0.4449
H 1.601 1.965 1.278  0.2536
H 1.555 1.784 -0.639  0.2662
H 0.214 1.301 0.335  -0.0730

=====

# 2
The following is a quantum chemistry calculation of 2 unconnected molecules or ions with the total composition CH6N4S in a non-equilibrium geometry, from OMol25.

Output
total charge	0
M	106.15	g mol⁻¹
energy	-17927.2392	eV
energy above the lowest of the compared OMol25 structures with the same formula, charge and spin	36.0	kcal per mole
E_HOMO	-8.54	eV
frontier orbital gap	9.544	eV
structure (SMILES)	[H]/N=C\N.[H]/N=N\S

Each line ends with the Mulliken charge.
Element x y z (Å)
H -1.419 -1.769 0.126  0.1521
N -1.360 -0.770 -0.101  -0.5724
C -0.962 -0.099 0.860  0.1479
N -0.470 -0.660 2.063  -0.4724
H -0.870 0.965 0.786  0.3654
H -0.332 -1.575 2.334  0.1969
H 0.217 -0.054 2.439  0.2036
H 2.565 1.609 -2.052  0.2261
N 2.309 1.190 -1.214  -0.5484
N 1.210 0.660 -1.196  0.1718
S 0.068 0.559 -2.382  -0.1587
H -0.957 -0.056 -1.663  0.2881

=====

# 3
The following is a quantum chemistry calculation of 2 unconnected molecules or ions with the total composition C3H7NO2 in a non-equilibrium geometry, from OMol25.

Output
total charge	+1
M	89.09	g mol⁻¹
energy	-8799.0667	eV
energy above the lowest of the compared OMol25 structures with the same formula, charge and spin	44.9	kcal per mole
E_HOMO (spin up / spin down)	-14.07 / -14.03	eV
frontier orbital gap (spin up / spin down)	8.554 / 4.746	eV
2S+1	2

Each line ends with the Mulliken charge.
Element x y z (Å)
C 1.199 0.254 0.230  0.2038
C 1.666 -0.393 1.337  -0.5077
N 0.858 -0.407 -0.951  -0.4559
H 0.900 1.290 0.294  0.4256
H 2.114 0.294 2.057  0.2892
H 1.673 -1.434 1.656  0.3170
H 1.447 -0.179 -1.759  0.3227
H -0.735 0.226 -0.924  0.4299
H 0.881 -1.419 -0.823  0.2845
O -1.434 0.920 -0.857  -0.4385
C -2.572 0.456 -0.300  0.1899
O -3.045 -0.617 -0.537  -0.4244
H -2.954 1.009 0.576  0.3638

=====

# 4
The following is a quantum chemistry calculation of a single C24H28ClN3O4S molecule, from OMol25.

Output
total charge	0
M	490.02	g mol⁻¹
energy	-61362.5413	eV
energy above the lowest of the compared OMol25 structures with the same formula, charge and spin	0.0	kcal per mole
E_HOMO	-8.72	eV
frontier orbital gap	9.212	eV
structure (SMILES)	CN1C(=O)C(C)(C)c2cc(S(=O)(=O)N3CCC[C@@H](C(=O)NCc4ccccc4Cl)C3)ccc21

Each line ends with the Mulliken charge.
Element x y z (Å)
C -3.139 -3.889 0.538  -1.1305
N -3.444 -2.504 0.297  0.0334
C -4.625 -1.914 0.674  0.1260
O -5.525 -2.482 1.242  -0.6652
C -4.577 -0.442 0.247  2.1775
C -4.700 0.453 1.483  -1.8972
C -5.712 -0.161 -0.741  -1.8713
C -3.223 -0.347 -0.396  0.5404
C -2.571 0.716 -0.976  -0.1557
C -1.301 0.495 -1.493  -0.4625
S -0.377 1.894 -2.112  1.2382
O 0.693 1.416 -2.940  -0.7174
O -1.277 2.876 -2.637  -0.7419
N 0.330 2.545 -0.746  0.0983
C -0.535 3.268 0.156  -0.3413
C 0.324 4.104 1.102  -1.0089
C 1.294 3.206 1.865  -0.9422
C 2.140 2.396 0.884  0.4625
C 2.989 1.349 1.599  -0.0515
O 2.766 0.954 2.721  -0.6737
N 3.997 0.868 0.835  -0.0842
C 4.759 -0.309 1.200  -1.1675
C 4.670 -1.355 0.122  0.3604
C 5.784 -1.678 -0.642  -0.5787
C 5.712 -2.608 -1.664  -0.6374
C 4.507 -3.229 -1.946  -0.5361
C 3.382 -2.923 -1.200  -0.6739
C 3.468 -1.996 -0.175  0.8960
Cl 2.045 -1.646 0.752  -0.1301
C 1.213 1.631 -0.070  -0.9749
C -0.692 -0.744 -1.439  -0.1428
C -1.341 -1.823 -0.856  -1.2023
C -2.605 -1.605 -0.333  -0.6690
H -2.980 -4.418 -0.404  0.3281
H -3.992 -4.322 1.059  0.3987
H -2.246 -3.983 1.160  0.3345
H -3.869 0.280 2.164  0.4261
H -4.702 1.500 1.190  0.3684
H -5.628 0.226 2.003  0.4339
H -6.666 -0.397 -0.274  0.4237
H -5.600 -0.771 -1.634  0.4334
H -5.705 0.886 -1.032  0.3749
H -3.012 1.696 -1.060  0.6284
H -1.179 3.896 -0.459  0.4605
H -1.159 2.571 0.740  0.2427
H 0.884 4.833 0.515  0.3663
H -0.320 4.641 1.799  0.4222
H 1.945 3.804 2.505  0.4431
H 0.746 2.513 2.506  0.3005
H 2.776 3.066 0.298  0.4135
H 4.112 1.210 -0.107  0.3365
H 5.807 -0.039 1.370  0.4375
H 4.330 -0.669 2.141  0.4377
H 6.724 -1.192 -0.425  0.3479
H 6.592 -2.845 -2.240  0.3851
H 4.440 -3.952 -2.744  0.3910
H 2.438 -3.402 -1.408  0.4261
H 1.778 1.110 -0.844  0.5876
H 0.639 0.891 0.513  0.1907
H 0.290 -0.853 -1.870  0.6596
H -0.872 -2.792 -0.810  0.5251

=====

# 5
The following is a quantum chemistry calculation of a molecular structure, C30H19IrN5O13S5, from OMol25.

Output
total charge	0
M	1010.06	g mol⁻¹
energy	-122489.4217	eV
energy above the lowest of the compared OMol25 structures with the same formula, charge and spin	13.0	kcal per mole
E_HOMO (spin up / spin down)	-7.76 / -8.64	eV
frontier orbital gap (spin up / spin down)	7.007 / 5.251	eV
2S+1	6

Each line ends with the Mulliken charge.
Element x y z (Å)
Ir 2.487 -0.139 -0.634  3.0519
O 5.817 -4.792 -4.143  -0.5150
C 5.282 -3.858 -3.629  0.5673
S 5.844 -3.126 -2.103  -0.0737
C 4.631 -1.905 -2.020  0.3624
C 3.682 -1.853 -3.057  0.2244
S 2.502 -0.682 -3.211  -0.3481
S 3.835 -3.063 -4.293  -0.0980
S 4.705 -0.766 -0.761  -0.4431
O 4.823 0.763 3.450  -0.6555
S 3.619 1.426 3.061  1.0990
O 2.455 1.363 3.890  -0.6649
N 3.217 0.987 1.512  -0.3905
C 3.342 1.999 0.698  1.0134
O 3.080 1.837 -0.563  -0.9678
C 3.783 3.284 1.286  0.1107
C 3.984 4.509 0.683  -0.4855
C 4.386 5.566 1.492  -0.6670
C 4.576 5.387 2.860  -0.4684
C 4.372 4.150 3.461  -0.6417
C 3.974 3.114 2.643  0.0688
H 3.836 4.632 -0.382  0.5323
H 4.553 6.542 1.055  0.4046
H 4.892 6.225 3.469  0.4017
H 4.520 4.007 4.523  0.4570
O -0.986 -4.876 4.276  -0.6322
N -1.422 -4.089 3.465  1.0892
O -2.554 -3.649 3.458  -0.6288
C -0.511 -3.636 2.396  -0.4447
C -1.025 -2.897 1.350  -0.2942
C -0.177 -2.429 0.366  0.2565
C 1.223 -2.622 0.446  -0.1285
O 2.116 -2.051 -0.325  -0.7544
C 1.647 -3.497 1.459  -0.3094
C 0.814 -3.978 2.449  -0.4458
N 3.073 -3.919 1.555  1.0068
O 3.762 -3.842 0.564  -0.4928
O 3.441 -4.369 2.623  -0.6314
N -0.749 -1.762 -0.750  0.8098
O -0.226 -1.634 -1.869  -0.6030
O -2.059 -1.322 -0.590  -0.6218
H -2.086 -2.713 1.288  0.7613
H 1.210 -4.592 3.243  0.6476
C -4.163 -0.338 -3.442  -1.1320
O -3.950 -0.033 -2.075  -0.0026
C -5.018 -0.068 -1.227  1.0762
C -6.335 -0.151 -1.658  -0.7853
C -7.388 -0.157 -0.752  -0.7745
C -7.113 -0.073 0.600  -0.7568
C -5.795 0.014 1.024  -0.5847
C -4.730 0.013 0.133  0.1220
N -3.426 0.087 0.702  0.1083
C -2.144 -0.050 0.132  -0.4605
C -1.684 1.086 -0.754  0.5030
C -2.516 2.042 -1.263  -0.2702
C -2.019 3.029 -2.128  -0.7497
C -0.657 3.076 -2.507  -0.9789
C 0.221 2.183 -1.978  -0.7222
C -0.265 1.202 -1.036  0.2810
O 0.510 0.457 -0.389  -1.3114
H -3.178 -0.378 -3.896  0.2929
H -4.765 0.430 -3.935  0.3427
H -4.651 -1.307 -3.556  0.4133
H -6.542 -0.213 -2.717  0.4496
H -8.407 -0.225 -1.109  0.4117
H -7.912 -0.079 1.329  0.3927
H -5.575 0.069 2.086  0.3820
H -3.432 -0.081 1.693  0.3834
H -1.450 -0.111 0.970  0.9944
H -3.566 2.030 -1.011  0.4419
H -2.704 3.767 -2.527  0.4442
H -0.313 3.832 -3.200  0.4432
H 1.280 2.211 -2.200  0.5876

=====

# 6
The following is a quantum chemistry calculation of a molecular structure, C6H12NO in a non-equilibrium geometry, from OMol25.

Output
total charge	-1
M	114.17	g mol⁻¹
energy	-9946.6977	eV
energy above the lowest of the compared OMol25 structures with the same formula, charge and spin	153.3	kcal per mole
E_HOMO	-1.98	eV
frontier orbital gap	4.847	eV

Each line ends with the Mulliken charge.
Element x y z (Å)
C 0.402 0.589 -1.697  -0.8659
C 1.199 0.012 -0.606  0.2261
C -1.946 -0.361 0.989  -0.7680
C -3.452 -0.018 0.732  -0.3894
C -2.378 0.595 -0.078  -0.5103
N 2.454 -0.332 -0.836  -0.4930
C 3.297 -0.607 0.521  -0.3131
O 2.972 0.283 1.396  -0.7696
H -0.607 0.954 -1.461  0.2738
H 0.139 -0.212 -2.354  0.2040
H 0.970 1.344 -2.238  0.3439
H 0.749 -0.313 0.338  0.5360
H -1.834 -0.280 2.083  0.2433
H -1.570 -1.340 0.694  0.1830
H -3.954 -0.886 0.308  0.1120
H -3.932 0.304 1.655  0.3631
H -2.119 1.644 0.148  -0.1639
H 2.252 0.787 -0.451  0.2069
H 3.032 -1.672 0.727  0.2748
H 4.325 -0.489 0.128  0.3064

=====

# 7
The following is a quantum chemistry calculation of 2 unconnected molecules or ions with the total composition C5H9O4S in a non-equilibrium geometry, from OMol25.

Output
total charge	-1
M	165.19	g mol⁻¹
energy	-24352.8272	eV
energy above the lowest of the compared OMol25 structures with the same formula, charge and spin	90.4	kcal per mole
E_HOMO	-3.73	eV
frontier orbital gap	7.164	eV

Each line ends with the Mulliken charge.
Element x y z (Å)
C -1.682 1.088 0.154  -0.4046
C -2.704 0.318 0.076  0.3259
C -3.778 -0.407 -0.013  -0.7658
C 1.294 -0.989 0.806  -0.1002
C 1.083 0.002 -0.306  -0.9885
O 1.736 2.181 0.937  -0.5056
O 3.668 0.813 0.135  -0.7261
O 2.278 1.988 -1.554  -0.6777
O 2.553 -1.686 0.575  -0.5024
S 2.308 1.218 -0.293  1.1472
H -1.655 2.004 0.960  0.0945
H -0.673 0.790 -0.227  0.3702
H -4.520 -0.226 -0.847  0.1897
H 0.846 2.414 0.783  0.3252
H -3.874 -1.422 0.321  0.2600
H 1.096 -0.407 1.773  0.1978
H 0.512 -1.925 0.800  0.2038
H 1.015 -0.595 -1.324  0.2088
H 3.086 -0.993 0.036  0.3479

=====

# 8
The following is a quantum chemistry calculation of 2 unconnected molecules or ions with the total composition C8H11ClN5 in a non-equilibrium geometry, from OMol25.

Output
total charge	+1
M	212.66	g mol⁻¹
energy	-28441.8850	eV
energy above the lowest of the compared OMol25 structures with the same formula, charge and spin	0.0	kcal per mole
E_HOMO	-11.87	eV
frontier orbital gap	8.934	eV

Each line ends with the Mulliken charge.
Element x y z (Å)
N -2.247 -2.238 -1.180  -0.3301
C -2.544 -1.183 -0.408  0.5641
N -1.608 -0.313 -0.032  -0.3688
C -0.403 -0.133 -0.225  0.4900
N 0.659 0.368 -0.326  -0.0759
C 2.019 0.464 -0.273  0.4443
C 2.617 1.664 -0.648  -0.6923
C 3.996 1.771 -0.599  -0.3866
C 4.774 0.703 -0.185  -0.5247
C 4.164 -0.489 0.186  0.1560
C 2.785 -0.622 0.146  -0.3924
H 2.315 -1.547 0.440  0.4085
Cl 5.121 -1.825 0.704  -0.1814
H 5.848 0.789 -0.149  0.4353
H 4.469 2.696 -0.887  0.3832
H 2.006 2.491 -0.970  0.4478
N -3.762 -0.964 0.027  -0.2902
H -4.504 -1.597 -0.222  0.1786
H -3.979 -0.115 0.653  0.4158
H -2.957 -2.894 -1.459  0.2123
H -1.313 -2.387 -1.524  0.2046
N -4.309 1.126 1.574  -0.9159
H -4.769 0.839 2.430  0.2773
H -3.459 1.616 1.827  0.2691
H -4.918 1.784 1.101  0.2714

=====

# 9
The following is a quantum chemistry calculation of a single C2H9N2PSi molecule in a non-equilibrium geometry, from OMol25.

Output
total charge	0
M	120.17	g mol⁻¹
energy	-22363.5842	eV
energy above the lowest of the compared OMol25 structures with the same formula, charge and spin	37.2	kcal per mole
E_HOMO (spin up / spin down)	-7.25 / -7.22	eV
frontier orbital gap (spin up / spin down)	6.803 / 6.774	eV

Each line ends with the Mulliken charge.
Element x y z (Å)
C -1.868 0.104 -0.491  -0.8288
C -0.663 0.025 0.449  -0.3949
N -1.713 -0.945 -1.547  -0.1319
N 0.585 0.358 -0.303  -0.1169
Si 2.234 0.171 0.226  0.1769
P -1.114 -0.445 -2.990  -0.1525
H -2.826 -0.187 -0.126  0.3802
H -1.894 1.062 -0.831  0.4129
H -0.626 0.710 1.259  0.3361
H -0.684 -0.999 1.046  0.2342
H -2.300 -1.760 -1.515  0.2782
H 0.515 0.522 -1.287  0.1842
H 1.894 0.165 1.650  -0.1324
H 2.863 -1.020 -0.109  -0.1224
H 3.222 1.163 0.010  -0.1231

=====

# 10
The following is a quantum chemistry calculation of a molecular structure, CH2N2O2S in a non-equilibrium geometry, from OMol25.

Output
total charge	0
M	106.11	g mol⁻¹
energy	-18976.2567	eV
energy above the lowest of the compared OMol25 structures with the same formula, charge and spin	117.0	kcal per mole
E_HOMO	-9.24	eV
frontier orbital gap	9.420	eV

Each line ends with the Mulliken charge.
Element x y z (Å)
C 0.948 0.182 -0.305  0.0150
N 0.854 -0.625 0.680  -0.3646
N -0.152 0.658 -0.921  -0.0020
O -1.194 -1.000 2.006  -0.4035
O -1.301 -0.015 -0.716  -0.4982
S -0.632 -1.315 0.780  0.6122
H 1.931 0.523 -0.456  0.3931
H -0.453 1.592 -1.066  0.2479